1.
{"formula": "C2H5N3O", "method": "ωB97M-V/def2-TZVPD", "species": ["O", "C", "C", "N", "N", "N", "H", "H", "H", "H", "H"], "positions_angstrom": [[-1.38362, 0.67466, -0.56542], [-0.29218, 0.31014, 0.24053], [0.51542, -1.00528, -0.07354], [1.85726, -0.58270, -0.31875], [2.00315, 0.63007, -0.21370], [0.92130, 1.23354, 0.25966], [-0.91717, 0.90621, -1.38846], [-0.57178, 0.43506, 1.32050], [0.58436, -1.75938, 0.81827], [0.00400, -1.56860, -1.02609], [0.65342, 2.19501, 0.03485]], "atomic_forces_ev_per_a": [[1.7441, 0.1146, -0.4335], [1.6116, -0.0270, 2.9219], [-2.6838, -1.8087, 0.1537], [1.1107, -1.0215, -1.2802], [1.1667, 0.7628, -0.2995], [-3.5272, 0.5411, -0.2467], [-0.8486, -0.0481, -0.2134], [-0.6383, -0.8253, -1.1498], [-0.5545, 1.3742, -1.6484], [1.4890, 1.2194, 2.2675], [1.1305, -0.2813, -0.0716]], "nbo_charge": [-0.680, 0.174, -0.344, -0.224, 0.041, -0.479, 0.466, 0.187, 0.240, 0.228, 0.391], "e_tot_ev": -8670.31692, "lumo_energy_ev": 0.76, "smiles": "O[C@H]1CN=NN1", "de_lowest_kj_mol": 320.9, "homo_lumo_gap_ev": 10.278}

2.
{"formula": "C38H39KN3P", "method": "ωB97M-V/def2-TZVPD", "species": ["K", "C", "C", "C", "C", "C", "C", "C", "C", "N", "C", "C", "C", "C", "N", "C", "C", "C", "C", "C", "C", "C", "C", "H", "H", "H", "H", "H", "H", "H", "H", "H", "H", "H", "H", "H", "H", "H", "H", "H", "H", "H", "H", "H", "H", "H", "H", "N", "P", "C", "C", "C", "C", "C", "C", "C", "C", "C", "C", "C", "C", "C", "C", "C", "C", "C", "C", "H", "H", "H", "H", "H", "H", "H", "H", "H", "H", "H", "H", "H", "H", "H"], "positions_angstrom": [[-0.32073, -0.18910, 1.62604], [-1.14430, -5.26400, 2.00470], [-2.34477, -4.63016, 1.34256], [-3.59916, -5.22374, 1.42831], [-4.70305, -4.64352, 0.82225], [-4.55643, -3.44867, 0.13358], [-3.32052, -2.81648, 0.02773], [-3.17207, -1.49533, -0.68510], [-2.22238, -3.43482, 0.62652], [-0.93897, -2.80637, 0.59074], [-0.04587, -3.21371, -0.20848], [-0.25658, -4.26142, -1.27075], [1.35899, -2.62552, -0.05778], [2.52402, -3.45537, -0.53152], [1.46200, -1.49687, 0.49755], [2.70117, -0.82886, 0.71216], [3.42383, -0.26637, -0.34773], [3.00283, -0.40196, -1.79260], [4.57657, 0.45898, -0.04541], [5.01491, 0.61408, 1.25650], [4.28191, 0.05715, 2.29420], [3.12084, -0.65871, 2.04493], [2.33406, -1.26583, 3.18405], [-1.45836, -6.05791, 2.68144], [-0.57229, -4.53090, 2.57742], [-0.45843, -5.70855, 1.27478], [-3.70508, -6.15056, 1.98278], [-5.67689, -5.11152, 0.90148], [-5.41877, -2.97624, -0.32356], [-4.12582, -1.18873, -1.11678], [-2.44764, -1.56701, -1.50524], [-2.83789, -0.68652, -0.01629], [-1.31865, -4.40403, -1.45484], [0.16930, -5.22258, -0.96850], [0.23672, -3.96699, -2.20081], [2.35803, -4.51614, -0.34072], [3.43723, -3.13605, -0.03516], [2.66838, -3.33387, -1.60954], [2.03244, -0.87349, -1.90544], [3.73705, -0.98413, -2.35771], [2.92953, 0.57975, -2.26699], [5.13555, 0.90480, -0.86236], [5.91796, 1.17462, 1.46743], [4.61398, 0.17843, 3.31977], [2.84660, -1.10860, 4.13169], [2.18593, -2.33949, 3.04608], [1.34524, -0.81484, 3.26620], [-1.92138, 1.25237, 0.81640], [-1.13875, 2.32693, 0.07834], [0.28253, 3.07114, 0.99262], [1.62267, 2.88998, 0.65773], [2.63846, 3.34012, 1.50241], [2.31960, 3.98054, 2.68944], [0.98248, 4.16938, 3.03794], [-0.02542, 3.71075, 2.20156], [-2.07314, 3.81648, -0.48831], [-3.41135, 3.60351, -0.82292], [-4.20235, 4.65308, -1.27110], [-3.67122, 5.93526, -1.37213], [-2.34668, 6.16272, -1.02611], [-1.55267, 5.10598, -0.58567], [-0.36115, 1.82814, -1.53960], [-0.50011, 0.49151, -1.90342], [-0.12124, 0.04546, -3.16699], [0.43763, 0.93465, -4.07427], [0.61704, 2.26723, -3.71231], [0.20983, 2.71044, -2.45940], [1.88252, 2.39148, -0.27103], [3.67528, 3.18437, 1.22938], [3.10807, 4.33279, 3.34499], [0.73097, 4.67082, 3.96513], [-1.06577, 3.83018, 2.48122], [-3.81869, 2.60536, -0.69714], [-5.23927, 4.47665, -1.53234], [-4.29169, 6.75706, -1.70985], [-1.93230, 7.16252, -1.09245], [-0.51884, 5.29300, -0.30838], [-0.91939, -0.19079, -1.16996], [-0.26013, -0.99493, -3.44421], [0.72890, 0.59721, -5.06321], [1.05095, 2.96541, -4.41997], [0.31419, 3.76040, -2.20400]], "atomic_forces_ev_per_a": [[0.0211, -0.5214, 1.2997], [-0.0524, 0.0216, -0.0473], [0.0903, -0.0741, -0.0313], [-0.0048, -0.0187, 0.0231], [0.0457, 0.0551, 0.0119], [-0.0261, 0.0192, 0.0101], [-0.0465, 0.2246, -0.0128], [-0.0145, -0.2083, 0.0093], [0.2300, 0.0033, -0.0292], [-0.0796, -0.0233, 0.2076], [0.2458, -0.0152, -0.0970], [0.1492, 0.0432, -0.0366], [-0.0530, -0.3820, -0.1125], [-0.1295, -0.0155, -0.1033], [0.7055, -0.0567, -0.2959], [0.0591, -0.1584, -0.0741], [-0.0499, -0.0201, -0.0415], [0.0847, 0.0437, 0.1148], [0.0004, -0.0163, -0.0465], [-0.0226, 0.0105, -0.0268], [0.0052, -0.0462, 0.0707], [-0.0990, -0.0698, -0.0540], [0.1286, -0.0101, -0.1750], [-0.0053, 0.0094, -0.0152], [-0.0225, -0.0043, -0.0097], [-0.0690, 0.0433, 0.0468], [-0.0019, 0.0474, -0.0272], [0.0427, 0.0165, -0.0150], [0.0254, -0.0321, 0.0023], [0.0315, -0.0199, 0.0167], [-0.1188, -0.0275, 0.0913], [-0.0139, -0.0697, -0.1059], [-0.0065, 0.0006, -0.0090], [-0.0076, 0.0586, -0.0099], [-0.0222, -0.0164, 0.0563], [-0.0080, 0.0304, 0.0071], [0.0328, 0.0203, 0.0121], [-0.0339, -0.0169, 0.0444], [-0.0177, -0.0052, 0.0282], [-0.0144, 0.0214, 0.0485], [0.0112, -0.0249, 0.0400], [-0.0205, -0.0270, 0.0392], [-0.0428, -0.0206, -0.0168], [-0.0176, -0.0024, -0.0457], [-0.0039, 0.0066, -0.0228], [-0.0013, 0.0390, 0.0088], [0.1199, -0.0664, 0.2040], [-0.7113, 0.8283, -0.6668], [-0.4086, 0.3805, -0.3330], [0.0201, 0.0433, 0.1097], [0.0360, 0.0022, 0.0397], [-0.1057, -0.0207, -0.0332], [-0.0692, 0.0083, -0.0100], [0.0035, -0.0586, -0.0914], [0.2007, -0.0269, -0.0307], [-0.0052, 0.1197, 0.0658], [0.0558, 0.0707, 0.0267], [0.0528, 0.0037, 0.0287], [0.0136, -0.0647, 0.0072], [0.0530, -0.1119, 0.0419], [-0.0015, 0.0040, -0.0574], [-0.0265, -0.0241, -0.1104], [0.1367, 0.0239, 0.0181], [0.0274, 0.0732, 0.0905], [-0.0100, 0.0222, 0.0120], [-0.0345, -0.0168, 0.0514], [-0.0160, -0.0276, -0.0394], [0.0084, 0.0213, 0.0438], [-0.0437, 0.0008, -0.0031], [-0.0395, -0.0058, -0.0212], [0.0000, -0.0129, -0.0201], [-0.0100, 0.0177, 0.0035], [0.0196, 0.0277, -0.0173], [0.0220, -0.0008, 0.0146], [0.0115, -0.0301, -0.0014], [-0.0056, -0.0452, 0.0103], [-0.0640, 0.0018, -0.0057], [-0.0887, 0.0933, -0.1497], [-0.0104, 0.0200, 0.0152], [-0.0144, 0.0161, 0.0575], [-0.0200, -0.0303, 0.0447], [0.0004, -0.0480, -0.0221]], "mulliken_charge": [0.698, -1.245, 1.196, -0.873, -0.880, -1.109, 1.259, -0.666, -0.353, 0.084, 0.673, -1.888, -0.030, -1.993, 1.123, -0.301, 1.714, -1.795, -0.588, -1.133, -0.887, 1.136, -1.268, 0.453, 0.227, 0.182, 0.381, 0.396, 0.421, 0.387, 0.087, 0.227, 0.481, 0.344, 0.392, 0.532, 0.446, 0.322, -0.059, 0.439, 0.479, 0.428, 0.428, 0.379, 0.471, 0.260, 0.091, -1.284, 1.517, 0.026, 0.070, -0.560, -0.544, -0.731, -0.461, 0.130, -0.543, -0.586, -0.438, -0.765, -0.296, -0.616, 0.528, -0.273, -0.690, -0.909, 0.194, 0.144, 0.473, 0.389, 0.400, 0.495, 0.426, 0.395, 0.372, 0.384, 0.323, -0.248, 0.432, 0.392, 0.397, 0.389], "e_tot_ev": -70123.06013, "lumo_energy_ev": -0.08, "homo_lumo_gap_ev": 6.552}

Repeat the first record exactly.
{"formula": "C2H5N3O", "method": "ωB97M-V/def2-TZVPD", "species": ["O", "C", "C", "N", "N", "N", "H", "H", "H", "H", "H"], "positions_angstrom": [[-1.38362, 0.67466, -0.56542], [-0.29218, 0.31014, 0.24053], [0.51542, -1.00528, -0.07354], [1.85726, -0.58270, -0.31875], [2.00315, 0.63007, -0.21370], [0.92130, 1.23354, 0.25966], [-0.91717, 0.90621, -1.38846], [-0.57178, 0.43506, 1.32050], [0.58436, -1.75938, 0.81827], [0.00400, -1.56860, -1.02609], [0.65342, 2.19501, 0.03485]], "atomic_forces_ev_per_a": [[1.7441, 0.1146, -0.4335], [1.6116, -0.0270, 2.9219], [-2.6838, -1.8087, 0.1537], [1.1107, -1.0215, -1.2802], [1.1667, 0.7628, -0.2995], [-3.5272, 0.5411, -0.2467], [-0.8486, -0.0481, -0.2134], [-0.6383, -0.8253, -1.1498], [-0.5545, 1.3742, -1.6484], [1.4890, 1.2194, 2.2675], [1.1305, -0.2813, -0.0716]], "nbo_charge": [-0.680, 0.174, -0.344, -0.224, 0.041, -0.479, 0.466, 0.187, 0.240, 0.228, 0.391], "e_tot_ev": -8670.31692, "lumo_energy_ev": 0.76, "smiles": "O[C@H]1CN=NN1", "de_lowest_kj_mol": 320.9, "homo_lumo_gap_ev": 10.278}